One molecule with the formula C5H10O. Source: the Open Molecules 2025 dataset; level of theory: wB97M-V/def2-TZVPD.

Each line ends with the Löwdin charge.
Element x y z (Å)
1 C -2.4406 1.3708 -0.8580  -0.013
2 C -1.2775 0.8265 -0.5769  -0.208
3 C -0.9598 -0.3437 0.3206  -0.226
4 C 0.3305 -1.0614 -0.0712  -0.228
5 C 1.6331 -0.2964 -0.1191  -0.268
6 O 2.2321 -0.2729 1.1969  -0.110
7 H -2.4286 2.2624 -1.5242  0.063
8 H -3.4082 1.0925 -0.5095  0.045
9 H -0.3262 1.2352 -0.9769  0.088
10 H -1.8482 -1.0593 0.1961  0.132
11 H -0.9447 -0.0190 1.3885  0.124
12 H 0.4824 -1.7916 0.7861  0.133
13 H 0.0881 -1.5833 -0.9849  0.106
14 H 1.4795 0.7630 -0.5527  0.125
15 H 2.1890 -0.9795 -0.7814  0.114
16 H 3.1462 -0.7124 1.2111  0.122

Results
- ΔE to the lowest compared entry with this formula, charge and spin (kJ/mol) = 176.03
- SMILES = C=CCCCO
- HOMO (eV) = -9.60
- lowest unoccupied orbital energy (eV) = 0.90
- HOMO-LUMO gap (eV) = 10.50